Version 1
225
Properties=species:S:1:pos:R:3 method="wB97M-V/def2-TZVPD" total_charge=0 e_lumo_ev=-0.125 homo_lumo_gap_ev=10.49
O -4.901 -0.857 -1.791
S -5.596 -1.812 -2.628
O -6.460 -2.763 -1.948
O -6.463 -0.969 -3.640
C -7.314 0.179 -3.017
C -7.979 0.820 -4.251
C -4.709 -2.667 -3.827
H -6.728 0.917 -2.471
H -8.056 -0.305 -2.325
H -8.457 0.001 -4.737
H -7.320 1.354 -4.958
H -8.727 1.543 -3.948
H -4.298 -3.590 -3.441
H -3.868 -2.129 -4.240
H -5.357 -2.857 -4.658
O -2.537 -3.815 -0.983
S -3.070 -4.999 -0.385
O -3.648 -5.049 0.955
O -4.181 -5.453 -1.462
C -5.607 -5.799 -0.973
C -6.370 -6.345 -2.119
C -1.896 -6.250 -0.516
H -6.027 -4.837 -0.523
H -5.606 -6.513 -0.145
H -5.676 -6.977 -2.688
H -6.742 -5.553 -2.829
H -7.229 -6.899 -1.769
H -1.110 -5.824 0.165
H -1.463 -6.288 -1.529
H -2.376 -7.206 -0.214
O 3.595 -0.962 -3.114
S 4.055 -0.828 -4.458
O 3.143 -1.184 -5.542
O 4.590 0.722 -4.556
C 4.733 1.439 -5.902
C 4.795 2.881 -5.487
C 5.531 -1.863 -4.679
H 3.895 1.135 -6.496
H 5.594 1.027 -6.417
H 5.770 2.999 -5.026
H 3.976 3.110 -4.820
H 4.847 3.514 -6.377
H 6.026 -1.847 -5.639
H 5.180 -2.915 -4.494
H 6.232 -1.708 -3.889
O -3.604 -0.430 2.151
S -4.492 -1.273 2.919
O -3.910 -2.028 4.000
O -5.672 -0.357 3.503
C -5.365 0.412 4.684
C -4.742 1.780 4.417
C -5.370 -2.220 1.849
H -4.671 -0.214 5.255
H -6.314 0.536 5.193
H -5.262 2.331 3.633
H -3.720 1.563 4.100
H -4.726 2.416 5.290
H -5.535 -1.553 0.998
H -6.290 -2.431 2.381
H -4.750 -3.064 1.502
O 5.446 -4.063 4.447
S 5.508 -2.894 3.615
O 5.262 -1.581 4.191
O 7.009 -2.858 3.041
C 7.588 -1.559 2.647
C 8.920 -1.896 2.080
C 4.532 -3.085 2.064
H 7.681 -0.884 3.516
H 6.932 -1.154 1.891
H 9.395 -1.068 1.589
H 8.742 -2.649 1.330
H 9.585 -2.311 2.873
H 4.548 -4.092 1.685
H 4.976 -2.353 1.389
H 3.528 -2.747 2.283
O 0.173 -0.213 -4.021
S -0.724 -1.006 -4.830
O -1.431 -2.136 -4.179
O -1.808 0.005 -5.534
C -2.109 1.214 -4.641
C -3.634 1.204 -4.466
C 0.137 -1.766 -6.155
H -1.753 2.047 -5.261
H -1.569 1.222 -3.692
H -3.999 0.257 -4.028
H -4.120 1.328 -5.437
H -3.950 1.996 -3.761
H -0.562 -2.194 -6.866
H 0.688 -2.564 -5.651
H 0.885 -1.141 -6.618
O 5.295 0.007 0.951
S 5.718 1.292 1.567
O 7.146 1.406 1.793
O 5.305 2.468 0.617
C 6.109 2.484 -0.699
C 5.111 2.833 -1.760
C 4.731 1.747 2.905
H 6.443 1.449 -0.886
H 7.002 3.141 -0.573
H 4.379 2.030 -1.887
H 5.607 2.974 -2.713
H 4.642 3.794 -1.433
H 4.968 2.782 3.121
H 4.940 1.082 3.752
H 3.693 1.583 2.514
O 4.413 5.907 -0.604
S 3.641 5.965 0.649
O 4.362 6.103 1.883
O 2.691 7.299 0.519
C 2.052 7.738 1.724
C 1.233 8.920 1.259
C 2.417 4.614 0.506
H 2.818 8.114 2.399
H 1.449 6.921 2.121
H 1.798 9.795 0.898
H 0.629 9.306 2.095
H 0.484 8.698 0.527
H 1.946 4.644 -0.475
H 1.561 4.736 1.194
H 2.954 3.664 0.547
O -7.114 2.575 1.774
S -7.108 1.677 0.653
O -7.611 2.128 -0.655
O -5.697 1.010 0.499
C -4.596 1.629 -0.279
C -3.885 2.680 0.586
C -8.036 0.291 1.118
H -5.022 2.092 -1.211
H -3.954 0.773 -0.510
H -3.793 2.231 1.593
H -4.682 3.449 0.597
H -2.973 3.059 0.171
H -7.783 -0.563 0.490
H -9.039 0.618 0.940
H -7.679 0.162 2.156
O 0.089 4.484 2.915
S 0.241 3.305 3.777
O 1.524 2.898 4.233
O -0.627 3.660 5.052
C -1.411 4.943 5.081
C -0.889 5.797 6.222
C -0.596 1.880 3.041
H -2.419 4.581 5.206
H -1.301 5.435 4.109
H 0.146 5.939 5.965
H -0.984 5.289 7.175
H -1.451 6.733 6.225
H 0.168 1.340 2.471
H -1.398 2.270 2.438
H -0.889 1.267 3.884
O 1.480 -3.899 2.496
S 0.178 -3.634 1.952
O -0.090 -3.301 0.568
O -0.657 -4.991 2.073
C -0.662 -5.701 3.310
C -1.439 -6.970 3.018
C -0.653 -2.412 2.976
H -1.040 -5.124 4.127
H 0.312 -5.995 3.642
H -2.463 -6.751 2.780
H -1.475 -7.740 3.843
H -1.059 -7.574 2.183
H -1.621 -2.298 2.546
H -0.050 -1.520 2.802
H -0.645 -2.774 3.974
O 0.269 -2.148 6.811
S 0.866 -1.122 6.009
O 0.000 -0.305 5.186
O 1.568 -0.147 7.088
C 2.158 1.060 6.373
C 2.311 2.199 7.381
C 2.178 -1.800 5.017
H 1.414 1.326 5.639
H 3.105 0.848 5.951
H 1.385 2.466 7.906
H 2.840 3.087 6.988
H 2.914 1.760 8.189
H 1.726 -2.628 4.445
H 3.025 -2.156 5.595
H 2.535 -1.053 4.300
O 0.374 4.839 -2.084
S 0.063 3.611 -2.823
O -0.986 2.742 -2.400
O -0.319 4.057 -4.336
C 0.387 5.286 -4.801
C 0.227 5.246 -6.313
C 1.493 2.575 -3.098
H 1.416 5.343 -4.400
H -0.270 6.042 -4.399
H 0.848 6.022 -6.741
H -0.822 5.381 -6.554
H 0.572 4.270 -6.689
H 2.416 3.158 -3.231
H 1.158 1.940 -3.868
H 1.499 2.155 -2.091
O 1.571 -4.347 -4.882
S 1.207 -4.855 -3.554
O 0.222 -5.878 -3.434
O 2.574 -5.519 -2.945
C 3.689 -4.651 -2.728
C 3.977 -4.388 -1.226
C 0.877 -3.554 -2.450
H 3.475 -3.705 -3.241
H 4.524 -5.201 -3.123
H 4.579 -3.526 -1.037
H 4.469 -5.251 -0.736
H 3.023 -4.291 -0.713
H -0.134 -3.206 -2.569
H 1.542 -2.769 -2.729
H 0.919 -3.827 -1.422
O 1.868 1.232 0.188
S 1.677 -0.147 0.675
O 1.942 -0.408 2.082
O 0.137 -0.601 0.531
C -0.541 -0.297 -0.836
C -1.920 -0.687 -0.639
C 2.603 -1.204 -0.409
H -0.022 -0.772 -1.666
H -0.263 0.764 -0.861
H -2.007 -1.738 -0.385
H -2.602 -0.624 -1.501
H -2.452 -0.151 0.155
H 2.118 -2.210 -0.255
H 3.625 -1.020 -0.027
H 2.449 -0.778 -1.413

Version 2
225
Properties=species:S:1:pos:R:3 method="wB97M-V/def2-TZVPD" total_charge=0 e_lumo_ev=-0.123 homo_lumo_gap_ev=10.46
O -0.028 -4.179 1.115
S -1.308 -4.178 1.774
O -2.073 -2.968 1.973
O -2.271 -5.129 0.887
C -1.616 -6.128 0.113
C -2.653 -7.067 -0.473
C -1.367 -5.166 3.293
H -0.957 -6.756 0.724
H -0.963 -5.709 -0.652
H -2.211 -7.914 -0.987
H -3.430 -6.533 -1.024
H -3.254 -7.464 0.353
H -0.771 -4.759 4.106
H -0.987 -6.169 3.088
H -2.425 -5.327 3.491
O 6.790 -2.601 3.791
S 6.189 -3.791 3.252
O 6.432 -5.061 3.892
O 4.611 -3.528 3.200
C 3.820 -4.541 2.555
C 2.465 -4.450 3.211
C 6.604 -3.943 1.514
H 4.197 -5.544 2.774
H 3.797 -4.473 1.468
H 1.713 -5.108 2.775
H 2.022 -3.474 2.988
H 2.512 -4.510 4.296
H 6.509 -2.987 1.002
H 5.943 -4.591 0.940
H 7.607 -4.361 1.469
O 0.738 -0.112 -0.681
S 0.151 0.246 0.586
O 0.340 1.546 1.224
O -1.457 -0.037 0.455
C -1.903 -1.021 -0.481
C -2.228 -0.308 -1.805
C 0.660 -0.867 1.874
H -2.805 -1.524 -0.129
H -1.243 -1.884 -0.599
H -2.688 0.659 -1.606
H -2.961 -0.914 -2.336
H -1.368 -0.195 -2.462
H 1.278 -0.401 2.635
H 1.077 -1.727 1.351
H -0.302 -1.158 2.299
O -4.015 -0.599 -5.670
S -5.265 -1.029 -5.080
O -6.046 -0.243 -4.178
O -6.300 -1.380 -6.296
C -5.766 -1.975 -7.472
C -6.947 -2.119 -8.448
C -5.135 -2.690 -4.404
H -5.329 -2.968 -7.313
H -4.907 -1.471 -7.919
H -7.712 -2.637 -7.874
H -6.699 -2.759 -9.295
H -7.173 -1.140 -8.862
H -6.147 -3.043 -4.228
H -4.697 -2.587 -3.410
H -4.482 -3.264 -5.053
O 4.652 0.412 -0.635
S 4.816 0.331 0.796
O 4.698 -0.917 1.512
O 6.352 0.910 1.052
C 6.994 0.531 2.271
C 8.352 1.202 2.246
C 3.914 1.641 1.620
H 7.086 -0.552 2.360
H 6.440 0.836 3.166
H 9.033 0.670 1.580
H 8.859 1.212 3.215
H 8.359 2.259 1.977
H 4.474 2.127 2.413
H 2.985 1.224 1.997
H 3.784 2.333 0.789
O 2.035 5.600 -0.254
S 2.097 5.587 1.194
O 3.202 4.941 1.875
O 2.111 7.112 1.746
C 1.151 8.075 1.227
C 1.940 9.050 0.380
C 0.529 4.996 1.864
H 0.781 8.545 2.139
H 0.352 7.504 0.752
H 2.520 8.519 -0.376
H 2.665 9.599 0.977
H 1.260 9.707 -0.165
H -0.328 5.085 1.205
H 0.453 5.522 2.813
H 0.699 3.946 2.101
O -1.330 3.055 6.623
S -1.232 3.236 5.185
O -2.210 3.993 4.453
O 0.173 4.012 4.900
C 1.280 3.845 5.761
C 2.495 4.467 5.115
C -1.036 1.514 4.520
H 1.542 2.783 5.798
H 1.107 4.190 6.780
H 2.251 5.490 4.817
H 2.773 3.985 4.175
H 3.425 4.402 5.679
H -0.861 1.522 3.446
H -1.935 0.999 4.830
H -0.119 1.162 4.992
O -5.406 -0.415 -1.312
S -6.480 0.394 -0.798
O -6.762 0.382 0.600
O -6.132 1.937 -1.147
C -5.900 2.366 -2.488
C -5.655 3.859 -2.456
C -7.959 0.048 -1.767
H -6.790 2.199 -3.109
H -5.201 1.716 -3.023
H -5.362 4.243 -3.432
H -4.776 4.068 -1.844
H -6.592 4.258 -2.076
H -8.883 0.284 -1.243
H -7.909 -1.010 -2.005
H -7.945 0.660 -2.664
O 2.685 0.887 4.490
S 3.762 0.820 5.439
O 4.904 1.686 5.450
O 3.063 0.679 6.917
C 3.915 0.712 8.055
C 4.321 2.108 8.451
C 4.398 -0.863 5.277
H 4.820 0.129 7.852
H 3.391 0.255 8.896
H 4.864 2.123 9.401
H 3.489 2.808 8.487
H 5.127 2.464 7.806
H 4.580 -1.139 4.238
H 3.571 -1.488 5.614
H 5.304 -1.053 5.846
O -0.038 -0.939 6.564
S -0.350 -2.201 5.954
O 0.400 -2.728 4.832
O -0.478 -3.353 7.084
C -0.428 -2.948 8.444
C -0.349 -4.250 9.253
C -2.095 -2.030 5.442
H -1.333 -2.418 8.744
H 0.467 -2.394 8.724
H -1.257 -4.830 9.068
H -0.173 -4.084 10.312
H 0.426 -4.904 8.849
H -2.481 -1.220 6.058
H -2.616 -2.946 5.704
H -2.043 -1.734 4.398
O -4.221 0.822 5.069
S -4.769 0.895 3.725
O -6.041 1.536 3.509
O -3.581 1.572 2.832
C -3.880 1.705 1.438
C -2.996 2.766 0.786
C -4.795 -0.744 2.982
H -4.904 2.041 1.277
H -3.810 0.744 0.927
H -2.203 3.054 1.476
H -3.605 3.647 0.586
H -2.634 2.372 -0.159
H -3.865 -1.235 3.262
H -4.992 -0.781 1.916
H -5.601 -1.300 3.465
O 1.455 1.471 -4.649
S 2.148 2.652 -4.217
O 2.680 3.616 -5.147
O 1.270 3.555 -3.177
C 0.635 2.880 -2.085
C -0.455 3.732 -1.504
C 3.520 2.185 -3.091
H 1.416 2.664 -1.348
H 0.268 1.885 -2.354
H -0.763 3.376 -0.522
H -1.317 3.782 -2.172
H -0.138 4.761 -1.324
H 3.825 3.079 -2.556
H 4.340 1.785 -3.680
H 3.079 1.432 -2.441
O -1.885 -2.650 -3.813
S -0.971 -2.593 -4.932
O 0.055 -3.610 -5.015
O -1.878 -2.645 -6.283
C -1.280 -3.224 -7.466
C -2.066 -2.645 -8.619
C -0.276 -0.945 -5.015
H -1.310 -4.309 -7.372
H -0.238 -2.894 -7.463
H -1.672 -2.904 -9.603
H -2.242 -1.568 -8.623
H -3.095 -3.017 -8.599
H 0.615 -0.936 -4.390
H -1.067 -0.273 -4.701
H 0.092 -0.755 -6.023
O 3.577 -4.612 -3.128
S 3.818 -3.525 -2.215
O 4.618 -3.735 -1.046
O 4.488 -2.230 -2.961
C 3.907 -1.842 -4.206
C 4.985 -1.390 -5.151
C 2.205 -2.852 -1.703
H 3.250 -1.001 -3.954
H 3.318 -2.597 -4.735
H 5.534 -2.259 -5.519
H 5.672 -0.726 -4.629
H 4.554 -0.941 -6.047
H 2.369 -1.855 -1.296
H 1.700 -3.478 -0.970
H 1.568 -2.796 -2.586
O -1.485 1.285 -9.287
S -1.140 2.665 -9.042
O -1.659 3.679 -9.899
O -1.650 3.066 -7.544
C -1.853 2.028 -6.591
C -1.590 2.624 -5.192
C 0.622 2.787 -8.743
H -1.212 1.165 -6.746
H -2.926 1.839 -6.541
H -2.302 3.437 -5.051
H -0.566 3.002 -5.192
H -1.678 1.944 -4.345
H 1.122 2.339 -9.599
H 0.778 2.360 -7.758
H 0.882 3.845 -8.753

The structure shown above that is most stable: version 2.